C37H57BBaClN8O4S4Si | ωB97M-V with the def2-TZVPD basis set

The LUMO energy comes out at 1.11 eV. Its total charge is -1. As for the HOMO energy: -4.700 eV. As for the energy above the lowest of the compared OMol25 structures with the same formula, charge and spin: 0.7511 eV.

Each line ends with the Mulliken charge.
Element x y z (Å)
Ba1 0.9094 0.7702 -0.6843  1.2538
C1 -2.9949 -2.4058 -1.6293  -0.4733
N1 -3.3748 -1.1654 -2.2831  0.3763
C2 -4.0825 -1.0691 -3.4635  -0.4664
C3 -4.2427 0.2485 -3.7066  -0.7081
N2 -3.6426 0.9611 -2.6888  0.2188
B1 -3.6437 2.5418 -2.6395  0.5648
N3 -4.3658 2.9790 -1.3130  0.3408
C4 -5.4291 2.2578 -0.7933  -0.6072
C5 -5.6295 2.6355 0.4804  -0.5202
N4 -4.6910 3.6180 0.7496  0.2740
C6 -4.4102 4.1781 2.0499  -0.9264
C7 -3.9093 3.8194 -0.3548  -0.3887
S1 -2.6952 4.9991 -0.4527  -0.3772
C8 -3.1094 0.0808 -1.8119  -0.9439
S2 -2.2798 0.3875 -0.3494  0.1881
H1 -3.0962 -3.2157 -2.3487  0.3172
H2 -3.6414 -2.5956 -0.7704  0.2527
H3 -1.9645 -2.3539 -1.2822  -0.1210
H4 -4.3915 -1.9378 -4.0188  0.4551
H5 -4.7402 0.7521 -4.5165  0.4948
H6 -2.5166 2.9547 -2.6551  -0.3056
H7 -4.3066 2.8971 -3.5968  -0.2375
H8 -5.9546 1.5261 -1.3829  0.4729
H9 -6.3492 2.3162 1.2140  0.4408
H10 -5.3060 4.1155 2.6660  0.3154
H11 -4.1073 5.2160 1.9324  0.3366
H12 -3.5947 3.6362 2.5345  0.2813
Cl1 3.0983 1.4732 -2.3577  -0.8265
C9 -0.3169 7.2659 -2.2515  -1.0453
N5 0.4012 6.0050 -2.3335  -0.0831
N6 0.7479 5.3705 -1.1506  0.8745
C10 0.6803 4.0087 -1.3092  0.5798
O1 0.9801 3.2067 -0.4048  -0.7637
C11 0.2690 3.8006 -2.6605  -0.7604
C12 0.0521 5.0159 -3.2121  0.4718
C13 -0.5551 5.3516 -4.5262  -1.7354
C14 1.3454 6.0432 -0.0645  -0.2583
C15 2.3668 6.9627 -0.2677  -0.0717
C16 2.9356 7.6044 0.8221  -0.5771
C17 2.5024 7.3117 2.1094  -0.4303
C18 1.4902 6.3801 2.3010  -0.8098
C19 0.8996 5.7489 1.2174  -0.2219
H13 0.1415 7.8923 -1.4915  0.4035
H14 -1.3695 7.1116 -1.9961  0.2355
H15 -0.2365 7.7696 -3.2118  0.3907
H16 0.1348 2.8434 -3.1326  0.3719
H17 -0.6305 4.4501 -5.1285  0.3968
H18 0.0382 6.0924 -5.0643  0.4151
H19 -1.5632 5.7471 -4.3809  0.3077
H20 2.7200 7.1565 -1.2731  0.4740
H21 3.7321 8.3207 0.6658  0.3678
H22 2.9522 7.8108 2.9581  0.3895
H23 1.1453 6.1544 3.3029  0.4190
H24 0.0894 5.0405 1.3375  0.5517
C20 -0.6509 -6.8303 -2.1350  -1.7491
C21 0.6665 -6.0629 -2.1343  1.8427
C22 0.7027 -5.0957 -3.3159  -1.2869
C23 1.8492 -7.0287 -2.1855  -1.5342
O2 0.7032 -5.3613 -0.8959  0.3615
Si1 1.5703 -4.0367 -0.4025  -1.4860
S3 0.5615 -2.2962 -0.8329  0.0199
O3 3.0545 -4.1680 -1.1057  0.2109
C24 4.3356 -3.6561 -0.7346  1.9231
C25 5.1617 -3.6359 -2.0130  -1.8661
C26 4.9511 -4.6004 0.2954  -1.5503
C27 4.2155 -2.2427 -0.1688  -1.4293
O4 1.8345 -4.2645 1.2176  -0.0456
C28 0.9642 -4.7142 2.2511  1.8898
C29 1.5405 -4.1598 3.5478  -1.8814
C30 -0.4619 -4.2044 2.0511  -1.2265
C31 0.9812 -6.2423 2.2719  -1.5558
H25 -0.8044 -7.3343 -3.0918  0.4412
H26 -1.4734 -6.1324 -1.9658  0.2651
H27 -0.6622 -7.5755 -1.3360  0.3614
H28 0.6275 -5.6458 -4.2563  0.5082
H29 1.6295 -4.5206 -3.3107  0.1888
H30 -0.1272 -4.3902 -3.2420  0.1838
H31 1.7750 -7.6905 -3.0527  0.4699
H32 1.8637 -7.6330 -1.2761  0.3169
H33 2.7813 -6.4642 -2.2437  0.1182
H34 5.1528 -4.6250 -2.4760  0.3418
H35 6.1955 -3.3529 -1.8009  0.4346
H36 4.7370 -2.9196 -2.7181  0.3927
H37 4.9866 -5.6144 -0.1097  0.3415
H38 4.3328 -4.6085 1.1943  0.1197
H39 5.9652 -4.2881 0.5565  0.4695
H40 3.7634 -1.5844 -0.9128  0.2995
H41 5.2035 -1.8558 0.0909  0.4647
H42 3.5893 -2.2460 0.7260  0.1465
H43 1.5780 -3.0693 3.4974  0.3572
H44 2.5554 -4.5338 3.6986  0.3591
H45 0.9260 -4.4572 4.4013  0.4137
H46 -0.4713 -3.1153 1.9828  0.0522
H47 -1.0927 -4.5257 2.8839  0.5512
H48 -0.8769 -4.5929 1.1186  0.1488
H49 2.0060 -6.5979 2.4030  0.3449
H50 0.6017 -6.6215 1.3224  0.1092
H51 0.3656 -6.6267 3.0893  0.4354
N7 -1.0672 -0.0285 6.9126  -0.3463
C32 -0.6038 1.1594 6.4872  0.2295
S4 -0.4418 2.4442 7.5065  -0.3742
C33 -0.2689 1.2172 5.0350  1.1263
C34 0.6993 2.0939 4.5630  -0.6091
C35 1.0172 2.0764 3.2165  -0.8044
N8 0.4277 1.2646 2.3394  0.3252
C36 -0.5308 0.4516 2.7824  -0.3677
C37 -0.9042 0.3899 4.1147  -1.2158
H52 -1.2248 -0.1338 7.9008  0.2226
H53 -0.9432 -0.8581 6.3557  0.1879
H54 1.1965 2.7651 5.2492  0.4194
H55 1.7733 2.7428 2.8164  0.5063
H56 -1.0201 -0.1764 2.0427  0.3347
H57 -1.7069 -0.2724 4.4121  0.5199

***

C37H57N7O5 | ωB97M-V with the def2-TZVPD basis set

Its SMILES is CNC(C)=O.CNC(C)=O.CNC(C)=O.c1ccncc1.c1ccncc1.c1ccncc1.c1ccncc1.C1CCOC1.C1CCOC1. The LUMO energy comes out at 0.07 eV. As for the HOMO energy: -9.309 eV. As for the energy above the lowest of the compared OMol25 structures with the same formula, charge and spin: 4.4286 eV.

Each line ends with the Mulliken charge.
Element x y z (Å)
C1 -2.6328 -5.3125 -4.4076  -0.4684
C2 -3.8723 -5.5720 -5.1875  -0.6633
C3 -3.7790 -4.5133 -6.3740  -0.3318
O1 -2.7948 -3.5996 -5.9341  -0.4118
C4 -2.2562 -3.8719 -4.6493  -0.3235
H1 -1.9373 -6.0488 -4.8104  0.2120
H2 -2.6762 -5.5367 -3.3418  0.3528
H3 -4.7677 -5.3110 -4.6234  0.2359
H4 -4.0315 -6.5881 -5.5485  0.3840
H5 -4.6486 -3.8821 -6.5568  0.2803
H6 -3.3153 -5.1770 -7.1039  0.2388
H7 -2.6852 -3.1829 -3.9218  0.2310
H8 -1.1780 -3.7411 -4.7411  0.2642
C5 -3.4053 0.7233 6.9251  -0.5404
C6 -4.6287 -0.2033 6.9997  -0.4511
C7 -4.1224 -1.4315 7.7628  -0.3467
O2 -2.8038 -1.0999 8.2248  -0.4234
C8 -2.1769 -0.0649 7.3936  -0.2955
H9 -3.3835 1.5925 7.5825  0.2036
H10 -3.1688 1.1407 5.9464  0.3555
H11 -4.7873 -0.5146 5.9672  0.2339
H12 -5.5556 0.1827 7.4240  0.3022
H13 -4.0333 -2.3227 7.1416  0.2264
H14 -4.6594 -1.5866 8.6986  0.2595
H15 -1.7343 -0.4900 6.4928  0.1613
H16 -1.4747 0.4642 8.0379  0.3143
C9 5.2109 6.3980 -3.2031  -0.9871
C10 4.5662 6.3739 -1.8060  0.6511
O3 4.9635 7.1589 -0.9727  -0.6257
N1 3.6083 5.4827 -1.6245  -0.1573
C11 3.1647 5.2328 -0.3017  -0.9518
H17 5.1886 7.4084 -3.6115  0.2624
H18 4.7936 5.7173 -3.9452  0.3131
H19 6.2643 6.1720 -3.0377  0.2673
H20 3.5048 4.7074 -2.2635  0.2928
H21 2.2434 5.7514 -0.0365  0.2442
H22 3.8329 5.4944 0.5187  0.3134
H23 3.0466 4.1510 -0.2395  0.3749
C12 7.4475 0.2504 1.2908  -0.9890
C13 6.0823 0.5039 1.8955  0.6958
O4 5.5392 1.6249 1.6656  -0.6555
N2 5.6807 -0.3109 2.8928  -0.1609
C14 4.5604 0.0100 3.6425  -1.0076
H24 7.2897 -0.1108 0.2746  0.2478
H25 8.0449 -0.4342 1.8930  0.3062
H26 8.1382 1.0860 1.1786  0.2938
H27 6.2234 -1.1467 3.0570  0.2411
H28 4.5320 1.0132 4.0676  0.3128
H29 4.8946 -0.5686 4.5037  0.3967
H30 3.6314 -0.4926 3.3731  0.3186
C15 -2.3782 1.9900 -7.1245  -1.0716
C16 -3.2948 1.7059 -6.0001  0.7294
O5 -3.5447 2.5886 -5.1635  -0.6796
N3 -3.8545 0.5111 -5.9764  -0.0966
C17 -4.9188 0.1783 -5.0996  -0.9237
H31 -2.9651 2.1923 -8.0204  0.2765
H32 -1.7293 1.1304 -7.2923  0.3316
H33 -1.7756 2.8388 -6.8010  0.2816
H34 -3.8224 -0.0772 -6.7968  0.2506
H35 -5.4990 0.9928 -4.6660  0.3226
H36 -4.5749 -0.5040 -4.3221  0.2277
H37 -5.6407 -0.3841 -5.6917  0.3529
N4 -0.7069 1.7332 1.7734  -0.5402
C18 -1.0844 2.6164 0.8482  -0.2337
C19 -1.3029 2.3132 -0.4858  -0.4499
C20 -1.1827 1.0036 -0.8487  -0.2563
C21 -0.8176 0.0518 0.1378  -0.4494
C22 -0.6367 0.4564 1.4481  -0.2523
H38 -1.2602 3.6235 1.1965  0.4293
H39 -1.6549 3.0812 -1.1586  0.4466
H40 -1.3167 0.7451 -1.8887  0.4635
H41 -0.7758 -1.0224 0.0339  0.3580
H42 -0.3045 -0.1752 2.2588  0.4835
N5 -0.2850 -4.5594 4.1502  -0.4996
C23 -0.4660 -4.6052 5.5037  -0.2090
C24 -1.3701 -5.3876 6.1939  -0.2863
C25 -2.0737 -6.3219 5.4979  -0.2258
C26 -1.8559 -6.4325 4.1179  -0.3779
C27 -0.9461 -5.5132 3.5032  -0.2134
H43 0.1048 -3.9839 6.1779  0.3610
H44 -1.6221 -5.2552 7.2357  0.3772
H45 -2.8161 -6.9068 6.0206  0.3639
H46 -2.4749 -7.1474 3.5962  0.3364
H47 -0.8899 -5.4628 2.4259  0.3744
N6 5.0311 -7.5736 -0.8457  -0.5538
C28 5.0817 -6.5325 0.0663  -0.2274
C29 4.0342 -5.6924 0.2984  -0.3531
C30 2.8839 -5.8587 -0.4644  -0.1578
C31 2.7578 -6.9149 -1.3979  -0.4402
C32 3.8526 -7.7039 -1.5199  -0.0838
H48 6.0724 -6.3977 0.4746  0.3628
H49 4.0027 -4.8052 0.9135  0.3636
H50 2.1758 -5.0477 -0.3793  0.3823
H51 1.8666 -7.1131 -1.9748  0.3818
H52 3.7640 -8.4612 -2.2848  0.3248
N7 -1.7209 7.9798 -1.2696  -0.5645
C33 -1.7192 8.8775 -0.3072  -0.2244
C34 -0.8398 9.8972 -0.2400  -0.3380
C35 0.1218 9.9619 -1.2188  -0.2550
C36 0.1027 9.0771 -2.2769  -0.2907
C37 -0.8814 8.0790 -2.2984  -0.1658
H53 -2.5072 8.8181 0.4289  0.3544
H54 -0.8419 10.6391 0.5449  0.3606
H55 0.8734 10.7317 -1.3133  0.3701
H56 0.6543 9.1130 -3.2048  0.3593
H57 -0.9716 7.3870 -3.1226  0.3966